No. 1
38
Properties=species:S:1:pos:R:3:lowdin_charge:R:1 method="wB97M-V/def2-TZVPD" spin_multiplicity=1 homo_energy_ev=-8.02 lumo_ev=0.207 smiles="CCSc1nnc(NC(=O)[C@H](C)NC(=O)c2ccccc2Cl)s1" homo_lumo_gap_ev=8.230
C 3.261 -2.330 4.720 -0.18
C 4.183 -2.986 3.712 -0.54
H 4.972 -3.547 4.211 0.07
H 4.632 -2.257 3.037 0.05
S 3.326 -4.239 2.684 0.91
C 2.492 -3.258 1.534 -0.92
N 1.739 -3.779 0.626 -0.08
N 1.201 -2.895 -0.201 0.00
C 1.530 -1.677 0.061 -0.57
N 1.113 -0.594 -0.660 0.13
C 1.437 0.674 -0.297 -0.43
O 2.119 0.930 0.672 0.01
C 0.861 1.734 -1.247 -0.26
N -0.592 1.717 -1.213 0.10
C -1.322 0.852 -1.941 -0.44
O -0.810 -0.086 -2.538 0.06
C -2.800 1.050 -1.937 -0.14
C -3.579 -0.106 -1.924 -0.01
C -4.958 -0.041 -1.938 -0.06
C -5.586 1.193 -1.985 -0.07
C -4.833 2.353 -2.024 -0.10
C -3.449 2.282 -1.998 -0.58
Cl -2.572 3.776 -2.107 0.73
H -5.315 3.317 -2.080 0.10
H -6.663 1.257 -2.001 0.11
H -5.541 -0.948 -1.921 0.11
H -3.069 -1.057 -1.905 0.13
H -1.045 2.459 -0.702 0.10
C 1.373 3.119 -0.884 -0.03
H 2.456 3.142 -0.966 0.09
H 0.950 3.866 -1.550 0.08
H 1.109 3.356 0.144 0.09
H 1.168 1.456 -2.265 0.16
H 0.511 -0.752 -1.477 0.12
S 2.595 -1.490 1.442 1.10
H 3.828 -1.633 5.333 0.07
H 2.468 -1.779 4.220 0.04
H 2.811 -3.080 5.366 0.07

No. 2
18
Properties=species:S:1:pos:R:3:lowdin_charge:R:1 method="wB97M-V/def2-TZVPD" spin_multiplicity=1 relative_energy_kj_mol=176.3 homo_energy_ev=-8.90 lumo_ev=0.884 smiles="C=CC[C@@H](N)CO" homo_lumo_gap_ev=9.785
C 1.049 0.953 -0.221 -0.23
O 2.347 0.854 -0.812 -0.07
C 0.295 -0.363 -0.440 -0.40
C -1.173 -0.217 -0.022 -0.18
C -1.308 0.036 1.445 -0.19
C -2.034 -0.721 2.256 0.00
N 0.429 -0.767 -1.841 0.05
H 1.117 1.132 0.850 0.11
H 0.518 1.756 -0.745 0.13
H 2.955 1.376 -0.281 0.08
H 0.769 -1.112 0.201 0.14
H -1.738 -1.083 -0.370 0.12
H -1.597 0.636 -0.561 0.12
H -0.852 0.909 1.899 0.10
H -2.399 -0.406 3.223 0.05
H -2.478 -1.647 1.903 0.06
H 1.230 -0.349 -2.284 0.06
H -0.430 -0.671 -2.357 0.06

No. 3
105
Properties=species:S:1:pos:R:3:lowdin_charge:R:1 method="wB97M-V/def2-TZVPD" spin_multiplicity=1 homo_energy_ev=-4.73 lumo_ev=1.662 charge=-1 homo_lumo_gap_ev=6.391
C 0.959 1.405 -1.085 0.01
C 0.410 1.405 -2.510 -0.51
O 0.383 0.398 -3.107 0.12
O -0.006 2.547 -3.135 0.00
C -1.122 3.204 -2.526 -0.19
C -2.464 2.840 -3.181 -0.16
C -2.699 1.328 -3.393 -0.24
C -2.540 0.906 -4.863 -0.20
C -3.249 -0.423 -5.248 -0.21
C -3.307 -1.484 -4.143 -0.22
C -1.912 -1.949 -3.641 -0.33
C -1.426 -3.297 -4.206 -0.27
In 0.593 -3.782 -3.319 0.71
C 2.302 -2.853 -4.430 -0.25
C 2.410 -1.361 -4.264 -0.29
O 3.675 -0.888 -4.860 -0.04
C 3.778 0.451 -4.737 -0.59
C 4.864 1.003 -3.837 -0.01
O 3.061 1.181 -5.313 0.13
O 0.663 -3.439 -1.215 -0.30
N 0.156 -2.278 -0.858 -0.22
O -0.306 -2.313 0.258 -0.10
H 1.529 0.479 -1.006 0.07
H 0.185 1.345 -0.325 0.03
H 1.667 2.224 -0.935 0.09
H -1.137 3.071 -1.442 0.07
H -0.965 4.278 -2.679 0.12
H -3.245 3.233 -2.521 0.10
H -2.531 3.395 -4.119 0.10
H -2.112 0.693 -2.723 0.01
H -3.747 1.139 -3.132 0.10
H -1.476 0.810 -5.099 0.10
H -2.919 1.695 -5.522 0.10
H -4.237 -0.200 -5.663 0.10
H -2.663 -0.858 -6.069 0.11
H -3.875 -1.099 -3.288 0.07
H -3.893 -2.324 -4.532 0.10
H -1.189 -1.205 -3.984 0.08
H -1.950 -2.000 -2.556 0.02
H -1.233 -3.186 -5.280 0.03
H -2.155 -4.096 -4.046 0.00
H 0.779 -5.562 -3.526 -0.09
H 2.180 -3.109 -5.483 0.04
H 3.210 -3.289 -4.002 0.03
H 1.558 -0.857 -4.722 0.10
H 2.425 -1.043 -3.216 0.08
H 5.100 2.004 -4.187 0.08
H 5.751 0.372 -3.896 0.08
H 4.470 1.041 -2.817 0.02
Cl -2.738 -0.337 -0.795 0.73
C -2.538 0.009 0.933 -0.63
C -3.390 1.166 1.390 -0.65
Cl -2.847 2.715 0.692 0.57
H -1.480 0.194 1.108 0.04
H -2.822 -0.890 1.480 0.08
H -3.321 1.258 2.472 -0.01
H -4.436 1.031 1.124 0.07
Cl -4.007 0.837 4.949 0.59
C -4.398 2.328 5.845 -0.64
C -3.160 3.097 6.229 -0.66
Cl -2.201 2.243 7.467 0.54
H -4.986 2.050 6.717 0.05
H -5.022 2.934 5.190 0.08
H -3.443 4.058 6.655 0.07
H -2.517 3.277 5.370 0.07
Cl 0.667 2.189 2.217 0.57
C 2.342 1.584 2.171 -0.64
C 3.243 2.321 3.129 -0.66
Cl 3.523 4.008 2.626 0.55
H 2.698 1.664 1.146 0.05
H 2.304 0.529 2.439 0.08
H 4.217 1.836 3.164 0.07
H 2.832 2.336 4.136 0.07
Cl -5.940 -1.966 10.362 0.53
C -5.522 -2.390 8.680 -0.66
C -5.341 -1.170 7.813 -0.68
Cl -6.879 -0.312 7.529 0.54
H -6.303 -3.041 8.295 0.07
H -4.591 -2.953 8.718 0.07
H -4.960 -1.466 6.836 0.06
H -4.639 -0.466 8.254 0.06
Cl 5.705 7.354 6.321 0.53
C 6.880 6.446 5.333 -0.67
C 6.218 5.382 4.494 -0.68
Cl 5.570 4.051 5.483 0.54
H 7.623 6.020 6.004 0.07
H 7.374 7.169 4.686 0.07
H 6.947 4.945 3.813 0.08
H 5.400 5.788 3.903 0.04
Cl -3.951 -6.614 -3.152 0.54
C -3.482 -7.224 -1.544 -0.67
C -2.016 -7.015 -1.256 -0.66
Cl -0.975 -8.038 -2.272 0.52
H -3.751 -8.277 -1.494 0.06
H -4.080 -6.679 -0.814 0.07
H -1.806 -7.280 -0.220 0.07
H -1.719 -5.979 -1.411 0.06
Cl 4.580 -0.711 -1.032 0.62
C 6.167 -1.468 -0.766 -0.64
C 6.923 -0.824 0.369 -0.67
Cl 7.448 0.835 -0.025 0.53
H 6.724 -1.415 -1.699 0.07
H 5.981 -2.516 -0.536 0.08
H 7.823 -1.398 0.582 0.07
H 6.320 -0.780 1.273 0.06